Below is a cluster of 12 separate species, C52H125Br10N7 in total, with properties calculated with ωB97M-V/def2-TZVPD.

Last column: Mulliken charge in e.
Positions of all 194 atoms, in Å:
C -10.9614 -16.6770 -4.5934  -1.521
C -11.5956 -18.0359 -4.3068  0.276
N -12.1094 -18.7159 -5.4839  0.247
C -11.1399 -18.9843 -6.5028  -1.169
C -10.1296 -19.9905 -6.0980  0.593
C -13.0106 -19.8006 -5.1141  0.494
C -14.0803 -19.9631 -6.2081  -1.556
H -10.3143 -16.7065 -5.4094  0.341
H -10.5020 -16.3648 -3.6472  0.359
H -11.6385 -15.8719 -4.9447  0.338
H -10.8013 -18.6774 -3.7677  -0.246
H -12.4562 -17.8611 -3.6703  0.504
H -11.5163 -19.3021 -7.4798  0.369
H -10.5355 -18.0869 -6.6252  0.310
H -10.6577 -20.9253 -5.8363  -0.341
H -9.3674 -20.1198 -6.8679  0.453
H -9.5888 -19.5661 -5.2631  -0.461
H -13.4881 -19.4798 -4.2241  0.592
H -12.5049 -20.7980 -4.9568  -0.567
H -13.7168 -20.3626 -7.1518  0.271
H -14.5944 -19.0093 -6.2694  0.333
H -14.8266 -20.7243 -5.9859  0.343
C -17.8030 -26.6618 1.7205  -1.757
C -17.5337 -25.4218 0.8320  0.769
N -16.9312 -24.3310 1.6310  0.195
C -15.7712 -24.6814 2.3537  -0.946
C -14.5110 -25.2164 1.5758  0.533
C -16.7377 -23.1624 0.8651  0.848
C -18.0582 -22.4137 0.5499  -1.379
H -18.2900 -27.4114 1.1216  0.544
H -18.5167 -26.2884 2.4866  0.315
H -16.9280 -27.0973 2.0934  0.213
H -16.8572 -25.6888 -0.0380  -0.594
H -18.4623 -25.1541 0.3391  0.501
H -15.4853 -23.8344 3.0174  0.063
H -16.1800 -25.4460 3.0684  0.400
H -14.8542 -26.1228 1.0821  0.093
H -14.1345 -24.5102 0.8823  -0.709
H -13.7023 -25.5316 2.2207  0.510
H -16.1803 -23.3572 -0.0661  -0.417
H -16.0905 -22.5464 1.4860  -0.002
H -18.7304 -22.0018 1.3481  0.347
H -18.7196 -23.0194 -0.0290  0.204
H -17.6971 -21.6810 -0.2227  0.328
C -15.5431 -22.0789 -3.1127  0.702
C -16.8849 -22.8367 -3.3093  -0.750
N -16.8200 -24.0793 -3.9961  1.057
C -18.0867 -24.7627 -3.9489  -1.054
C -18.6120 -25.0486 -2.4769  -1.123
C -16.4159 -23.9548 -5.3889  -0.059
C -15.5826 -25.1606 -5.7841  -0.626
H -15.7319 -21.1391 -2.4952  0.415
H -14.9589 -21.8005 -4.0308  -0.623
H -14.8959 -22.7097 -2.5396  -0.622
H -17.5370 -22.9362 -2.4243  0.148
H -17.4154 -22.1236 -3.9495  0.256
H -18.8444 -24.2369 -4.4672  0.511
H -18.0560 -25.7642 -4.3712  0.472
H -19.1107 -25.9972 -2.3549  0.446
H -17.7477 -25.3014 -1.8700  0.063
H -19.1347 -24.2500 -1.9724  0.453
H -15.7960 -22.9768 -5.5256  -0.489
H -17.3659 -23.7315 -5.9809  0.394
H -16.0845 -26.1368 -5.5010  -0.200
H -14.6253 -25.0591 -5.2996  0.078
H -15.4488 -25.2218 -6.8483  0.539
C -12.8825 -20.3747 -0.5712  -0.932
C -12.3881 -21.2722 0.5714  1.676
N -12.9584 -20.8682 1.8309  0.253
C -12.3729 -19.6089 2.3010  -0.923
C -10.8061 -19.5166 2.3051  -0.783
C -13.1101 -21.8740 2.9264  1.004
C -14.1198 -21.4791 4.0429  -1.887
H -13.8680 -20.5033 -0.9679  -0.014
H -12.1852 -20.4489 -1.3894  -0.008
H -12.9160 -19.2979 -0.2782  0.347
H -12.7497 -22.3231 0.3697  -0.651
H -11.2816 -21.2279 0.4958  -0.705
H -12.7468 -19.4140 3.3025  0.567
H -12.8096 -18.7465 1.7775  0.414
H -10.4342 -20.3495 2.9038  0.193
H -10.5538 -18.5325 2.6234  0.481
H -10.5625 -19.6963 1.2486  0.082
H -13.3887 -22.8751 2.5293  -0.569
H -12.1423 -22.0226 3.4924  0.168
H -14.9031 -20.8228 3.6221  0.342
H -14.5954 -22.3187 4.5219  0.418
H -13.6402 -20.9926 4.8418  0.562
C -9.4092 -31.0109 -3.9133  -1.468
C -8.0345 -31.3374 -3.2574  -0.480
N -7.2184 -30.2412 -2.7240  0.649
C -5.9802 -30.8653 -2.3000  -0.296
C -5.0957 -31.1868 -3.4046  -1.242
C -7.9835 -29.6248 -1.6121  -0.211
C -7.1291 -28.4988 -0.9723  -1.132
H -9.3957 -30.3908 -4.7643  0.277
H -9.9799 -30.5360 -3.2072  0.336
H -9.9677 -31.9130 -4.1195  0.457
H -8.2484 -32.0498 -2.4749  0.495
H -7.4412 -31.8703 -4.0174  0.159
H -5.3774 -30.1995 -1.6035  0.296
H -6.2291 -31.7568 -1.6026  0.276
H -4.1261 -31.4756 -3.0452  0.461
H -5.4054 -32.0665 -3.9893  0.317
H -5.0534 -30.3387 -4.0912  0.149
H -8.3853 -30.3247 -0.8978  0.419
H -8.8064 -29.0116 -2.1169  -0.201
H -6.4665 -29.0063 -0.3104  0.400
H -7.6922 -27.6110 -0.6325  0.018
H -6.4991 -28.1030 -1.8316  0.255
C -10.0138 -26.5853 -8.9458  -0.910
C -9.3589 -25.3040 -9.3773  -0.482
N -8.8252 -24.3867 -8.3823  0.637
C -9.6235 -24.2929 -7.1723  -0.007
C -10.9793 -23.5869 -7.2265  -0.830
C -8.3931 -23.1511 -8.9500  -0.481
C -7.2615 -22.4518 -8.1205  -1.318
H -10.7498 -26.4905 -8.1844  0.210
H -9.1523 -27.2826 -8.5725  0.067
H -10.4646 -27.1259 -9.8334  0.385
H -8.4618 -25.5410 -10.0558  0.321
H -10.1349 -24.7768 -10.0199  0.290
H -9.6323 -25.3412 -6.8718  -0.010
H -8.9824 -23.7587 -6.3978  -0.136
H -11.0469 -22.5462 -7.6199  0.166
H -11.7593 -24.0544 -7.8318  0.405
H -11.4689 -23.6177 -6.2268  -0.010
H -9.2281 -22.4821 -9.1379  0.430
H -7.7787 -23.3158 -9.9237  0.325
H -7.4395 -22.0903 -7.0891  0.189
H -7.0153 -21.5710 -8.7131  0.424
H -6.3976 -23.0565 -8.1405  0.392
C -13.8470 -25.3947 -1.7113  0.272
C -12.3461 -25.8106 -1.7047  0.577
N -11.5404 -25.0032 -2.5654  1.377
C -11.2439 -23.6935 -2.1030  1.009
C -11.2659 -22.7088 -3.2591  -0.387
C -10.3327 -25.6829 -2.9455  -0.201
C -10.7315 -26.9096 -3.9109  -0.705
H -14.4251 -26.1780 -1.2378  0.407
H -14.1467 -25.2093 -2.7304  -0.429
H -13.9069 -24.3950 -1.2469  -1.048
H -11.8767 -25.7623 -0.6938  -0.954
H -12.3540 -26.8408 -1.9670  0.647
H -11.9109 -23.2894 -1.3526  -0.348
H -10.2512 -23.8052 -1.6188  -0.381
H -10.4854 -23.0973 -3.9718  -0.535
H -12.1418 -22.6164 -3.8152  0.182
H -10.8573 -21.7911 -2.8471  -0.046
H -9.7804 -26.1181 -2.1660  -0.329
H -9.5936 -25.0133 -3.4076  0.437
H -11.3209 -27.6388 -3.3789  0.079
H -9.8558 -27.4317 -4.2471  -0.056
H -11.2544 -26.6952 -4.8559  0.140
Br -10.4331 -28.3190 0.4711  -0.050
C -11.7949 -28.3538 1.8565  -0.370
C -13.1037 -28.7424 1.2132  -0.015
Br -14.4202 -28.7913 2.6752  -0.184
H -11.8574 -27.2829 2.1193  -0.046
H -11.4810 -28.9602 2.6977  0.511
H -13.0412 -29.7157 0.7600  0.516
H -13.5241 -27.9260 0.5851  -0.291
Br -16.4279 -28.3414 -3.9120  -0.110
C -14.9371 -28.7950 -5.0554  -0.682
C -13.6412 -28.7042 -4.3835  -0.051
Br -13.5553 -29.7983 -2.7435  -0.145
H -15.0962 -28.1837 -5.9417  0.474
H -15.0723 -29.8190 -5.3971  0.446
H -13.4472 -27.6345 -4.0537  -0.276
H -12.8265 -29.0903 -5.0017  0.464
Br -10.2967 -24.5617 3.5064  -0.206
C -9.6943 -24.0331 1.7798  0.954
C -8.2283 -24.2304 1.6457  -0.504
Br -7.9364 -24.7014 -0.2358  -0.105
H -9.8652 -23.0198 1.6576  -0.310
H -10.2325 -24.6114 1.0955  -0.633
H -7.9064 -25.1214 2.1883  0.499
H -7.6796 -23.3357 1.8610  0.381
Br -8.7412 -21.0136 -0.9167  -0.075
C -7.8975 -20.0094 -2.4131  -0.241
C -8.0300 -18.5075 -2.3018  -0.279
Br -7.4143 -17.6467 -3.8417  -0.144
H -8.4410 -20.3039 -3.2360  -0.224
H -6.8545 -20.3379 -2.4567  0.459
H -7.5015 -18.1122 -1.4095  0.408
H -9.1509 -18.2070 -2.2198  0.124
Br -6.7294 -25.1056 -4.7807  -0.146
C -7.0024 -26.9661 -5.2566  0.272
C -6.2095 -27.2953 -6.4665  -0.582
Br -6.5698 -29.1512 -6.9452  -0.193
H -8.1052 -27.0452 -5.4855  -0.116
H -6.8222 -27.6482 -4.3960  -0.044
H -5.1497 -27.3179 -6.2969  0.463
H -6.5214 -26.6343 -7.3046  0.310

Output
* total charge: 0
* energy relative to the best compared isomer or geometry (same formula, charge and spin): 41.3 kcal/mol
* molecular weight: 1647.66 g mol⁻¹
* frontier orbital gap: 8.45 eV
* LUMO level: 0.33 eV
* E: -28179.4409 Ha
* structure (SMILES): CCN(CC)CC.CCN(CC)CC.CCN(CC)CC.CCN(CC)CC.CCN(CC)CC.CCN(CC)CC.CCN(CC)CC.BrCCBr.BrCCBr.BrCCBr.BrCCBr.BrCCBr

***

Below is a structure of composition C6H12O, with properties calculated with ωB97M-V/def2-TZVPD.

Last column: natural (NBO) charge in e.
Positions of all 19 atoms, in Å:
C 1.1103 1.0693 1.0863  -0.612
C 0.8193 0.1452 -0.1033  -0.305
C 0.9538 -1.3985 0.0009  -0.581
C -1.2103 -1.1851 1.1841  -0.088
O -1.5823 -0.3820 0.1898  -0.436
C -0.5918 0.0481 -0.6817  0.159
C -1.0917 1.0318 -1.7076  -0.649
H 2.1584 0.9687 1.3999  0.217
H 0.9469 2.1186 0.8019  0.212
H 0.4828 0.8689 1.9619  0.203
H 1.4641 0.4847 -0.9307  0.215
H 1.2220 -1.8645 0.9503  0.204
H 1.6206 -1.7928 -0.7799  0.210
H -0.4900 -0.8447 1.9216  0.155
H -2.0149 -1.8426 1.5212  0.176
H -0.1736 -1.2765 -0.8766  0.257
H -1.1423 2.0579 -1.3087  0.213
H -0.3955 1.0435 -2.5567  0.222
H -2.0860 0.7500 -2.0727  0.228

Output
* total charge: 0
* energy relative to the best compared isomer or geometry (same formula, charge and spin): 134.1 kcal/mol
* molecular weight: 100.16 g mol⁻¹
* frontier orbital gap (spin up / spin down): 8.06 / 8.06 eV
* LUMO level (spin up / spin down): 0.68 / 0.70 eV
* E: -310.8456 Ha